[1]
DFT (the ωB97M-V functional and the def2-TZVPD basis) results for 16 unconnected molecules or ions with the total composition H32O16 in a non-equilibrium geometry.

Cartesian coordinates (Å):
O: 2.629 -0.635 2.473
H: 2.472 0.299 2.349
H: 2.950 -0.949 1.613
O: -3.677 -1.276 -0.743
H: -3.128 -2.024 -0.621
H: -3.071 -0.678 -1.138
O: -2.110 -0.051 1.456
H: -2.942 0.019 1.919
H: -1.588 0.199 2.212
O: 2.526 -0.845 -1.572
H: 2.892 -1.358 -0.859
H: 3.224 -0.724 -2.209
O: 1.441 1.860 1.459
H: 0.747 2.537 1.477
H: 1.032 1.245 0.822
O: 0.710 -2.189 0.959
H: 1.401 -2.511 1.574
H: 0.770 -2.804 0.210
O: -2.350 0.553 -2.007
H: -2.353 1.397 -2.472
H: -1.547 0.241 -2.453
O: -2.071 -2.556 2.094
H: -3.010 -2.747 2.252
H: -2.226 -1.618 1.872
O: -1.225 2.942 -0.146
H: -2.053 2.434 -0.127
H: -0.685 2.796 -0.914
O: -0.129 -0.609 3.448
H: 0.153 -1.047 2.619
H: 0.111 -1.252 4.095
O: 0.273 2.659 -2.483
H: 0.709 3.437 -2.249
H: 0.952 1.982 -2.421
O: 0.203 0.238 -0.174
H: 0.439 -0.667 0.044
H: -0.642 0.173 0.257
O: 2.740 1.936 -1.387
H: 3.413 1.747 -2.010
H: 2.537 1.008 -1.230
O: 1.284 -3.185 -1.730
H: 1.831 -2.385 -1.697
H: 1.299 -3.314 -2.705
O: 0.245 -0.294 -3.303
H: 0.878 -0.385 -2.651
H: 0.775 -0.527 -4.105
O: -1.639 2.191 2.976
H: -2.547 2.390 3.147
H: -1.643 2.345 2.062

Forces on the atoms, in the same order (eV/Å):
O 0.62 -1.19 -0.40
H -0.47 0.92 -0.05
H -0.03 0.38 0.49
O -1.60 -0.41 0.61
H 0.58 -1.53 0.50
H 0.47 1.45 -0.71
O -0.44 0.37 -0.28
H -1.16 0.16 -0.57
H 1.48 0.40 0.94
O -0.23 0.43 -0.20
H 0.53 -0.07 0.76
H 0.66 -0.10 -0.37
O -0.20 0.40 0.07
H 0.40 0.06 0.32
H 0.17 -0.12 -0.02
O 1.17 -0.77 -0.04
H -0.62 0.42 -0.21
H -0.49 -0.15 0.04
O 1.01 0.80 -1.11
H -0.72 0.46 0.32
H 0.23 -0.74 0.38
O -1.43 -0.19 0.17
H 0.35 -0.84 0.13
H 1.15 -0.20 -0.35
O -1.04 0.63 2.06
H 0.80 -0.02 -0.79
H 0.04 -0.84 -1.06
O -0.09 0.32 -1.32
H -0.17 0.40 0.56
H 0.12 -0.59 0.89
O -1.55 -1.68 -0.79
H 1.27 2.07 0.54
H 0.07 -0.01 0.18
O 0.25 -0.52 -0.72
H 0.96 -0.60 0.02
H -1.48 0.91 0.10
O -0.53 -0.40 0.27
H 1.57 0.75 -1.29
H -0.86 -0.04 1.05
O 0.44 -0.10 -1.26
H -0.54 -0.20 0.06
H -0.48 -0.41 0.97
O -0.84 -0.12 -3.43
H 1.70 -0.28 2.82
H -1.11 0.38 0.63
O 0.25 -0.30 1.66
H -0.98 0.25 0.89
H 0.79 0.45 -2.47

## Properties
ΔE to the lowest compared entry with this formula, charge and spin (kcal/mol): 132.97
Orbital gap (eV): 9.15
E (eV): -33279.1678
Charge: 0

[2]
DFT (the ωB97M-V functional and the def2-TZVPD basis) results for 16 unconnected molecules or ions with the total composition H32O16 in a non-equilibrium geometry.

Cartesian coordinates (Å):
O: -3.270 -5.253 7.828
H: -2.747 -4.483 7.580
H: -3.244 -5.154 8.754
O: -4.171 -7.129 10.447
H: -4.477 -7.980 10.134
H: -4.907 -6.569 10.230
O: -6.111 -5.383 10.366
H: -5.922 -5.023 11.207
H: -7.058 -5.473 10.347
O: -5.485 -3.040 8.907
H: -6.370 -2.607 8.786
H: -5.719 -3.902 9.283
O: -5.873 -7.196 8.050
H: -6.406 -7.484 7.300
H: -6.105 -6.274 8.081
O: -6.099 0.229 7.043
H: -5.755 0.012 7.925
H: -5.566 0.911 6.649
O: -7.088 -2.129 6.131
H: -7.228 -1.836 5.230
H: -6.721 -1.396 6.631
O: -4.771 -2.038 11.856
H: -5.639 -2.466 11.844
H: -4.824 -1.202 12.292
O: -7.365 -2.986 11.376
H: -7.413 -2.567 10.484
H: -7.863 -3.779 11.479
O: -3.342 -1.486 8.462
H: -3.961 -2.156 8.712
H: -2.524 -1.926 8.352
O: -5.671 0.090 9.813
H: -5.774 0.747 10.429
H: -4.896 -0.352 10.120
O: -7.360 -4.985 7.304
H: -6.866 -4.520 6.651
H: -7.807 -5.610 6.782
O: -2.857 -3.740 10.170
H: -2.688 -4.034 11.079
H: -3.638 -3.238 10.322
O: -9.585 -2.796 7.125
H: -9.852 -1.971 6.781
H: -8.642 -2.883 6.906
O: -4.752 -3.543 6.075
H: -5.505 -2.907 6.111
H: -4.498 -3.837 6.932
O: -7.957 -1.777 9.079
H: -8.044 -0.927 8.745
H: -8.622 -2.323 8.643

Forces on the atoms, in the same order (eV/Å):
O 0.02 0.27 -1.88
H 0.19 -0.12 -0.40
H -0.06 -0.21 2.22
O 0.89 -0.56 0.54
H 0.17 -0.27 -0.22
H -0.46 0.36 -0.25
O -0.28 -0.17 -1.35
H 0.50 0.72 1.57
H -0.57 -0.29 -0.27
O -1.18 0.26 -0.10
H 1.09 -0.20 0.08
H 0.23 -0.19 -0.02
O -0.25 -1.00 -0.17
H 0.26 -0.31 0.07
H 0.10 0.87 0.08
O -0.82 -0.66 0.21
H 0.35 0.56 0.08
H 0.48 0.19 -0.01
O -0.59 -0.98 -0.11
H 0.09 0.29 -0.15
H 0.32 1.02 -0.15
O 0.75 -0.90 -0.56
H -0.37 0.36 0.07
H -0.33 0.54 0.58
O 1.09 1.12 0.40
H -0.58 -0.47 0.63
H -0.77 -0.45 -0.34
O -0.37 1.90 -0.15
H -0.91 -0.81 0.05
H 1.30 -0.60 -0.06
O -0.32 -1.79 -2.28
H -0.77 2.78 2.13
H 1.13 -1.14 0.00
O -0.04 0.78 1.57
H 1.30 1.01 -0.75
H -1.28 -1.45 -0.84
O 0.94 -0.97 0.74
H 0.38 -0.17 -0.38
H -1.24 1.11 -0.01
O 0.32 -1.65 1.00
H -0.45 1.44 -0.72
H -0.12 0.03 -0.50
O -0.90 0.66 -1.99
H 1.06 -0.79 0.44
H -0.04 -0.31 1.27
O 0.53 -2.34 1.07
H -0.14 2.61 -0.83
H -0.60 -0.06 -0.32

## Properties
ΔE to the lowest compared entry with this formula, charge and spin (kcal/mol): 102.06
Orbital gap (eV): 10.06
E (eV): -33280.5081
Charge: 0

[3]
DFT (the ωB97M-V functional and the def2-TZVPD basis) results for 16 unconnected molecules or ions with the total composition H32O16 in a non-equilibrium geometry.

Cartesian coordinates (Å):
O: 0.290 2.322 -2.491
H: 0.969 2.850 -2.864
H: 0.278 1.432 -2.738
O: -0.053 -0.318 0.253
H: -0.133 0.486 0.702
H: 0.078 -0.212 -0.673
O: -0.452 -3.305 1.109
H: -1.323 -3.327 1.606
H: -0.060 -2.525 1.426
O: -3.354 0.738 1.068
H: -3.739 1.498 0.642
H: -2.466 0.826 0.741
O: 0.767 -0.284 -2.347
H: 0.175 -1.004 -2.282
H: 1.604 -0.752 -2.561
O: -1.020 2.643 0.036
H: -0.418 3.327 0.164
H: -0.812 2.364 -0.837
O: 0.159 1.343 2.842
H: 1.083 1.263 3.006
H: -0.164 1.427 3.716
O: 2.531 2.150 -0.735
H: 3.034 2.765 -1.256
H: 1.572 2.382 -0.794
O: 1.603 -1.440 2.217
H: 2.336 -1.079 2.597
H: 1.349 -0.924 1.451
O: -0.949 -2.657 -1.996
H: -0.499 -3.024 -1.279
H: -1.330 -3.389 -2.465
O: -2.815 -1.871 -0.534
H: -2.305 -2.263 0.138
H: -2.293 -2.208 -1.303
O: 1.295 3.521 1.969
H: 1.013 2.662 2.216
H: 2.177 3.666 2.395
O: 3.305 -0.550 -0.510
H: 2.772 0.225 -0.494
H: 4.141 -0.303 -0.932
O: -2.472 0.812 -1.623
H: -2.405 -0.129 -1.337
H: -3.442 1.040 -1.527
O: 2.029 -2.753 -1.962
H: 2.303 -2.121 -1.282
H: 1.603 -3.539 -1.667
O: -1.935 -0.966 2.704
H: -1.688 -0.387 3.389
H: -2.337 -0.411 2.103

Forces on the atoms, in the same order (eV/Å):
O -1.57 2.62 1.70
H 0.85 0.09 -0.90
H 0.61 -2.35 -0.95
O 0.17 -2.72 0.83
H -0.40 2.26 0.72
H 0.43 0.84 -1.07
O -2.72 -1.94 -0.23
H 1.63 -0.01 -0.70
H 1.03 1.87 0.86
O -0.48 -0.03 0.47
H -0.52 0.47 0.07
H 0.97 0.03 -0.53
O 1.72 0.79 -0.56
H -1.41 -1.65 -0.35
H -0.62 0.49 0.18
O -1.49 -1.41 0.96
H 1.57 2.07 0.90
H -0.17 -0.60 -1.64
O -0.38 -0.35 -1.03
H 1.31 -0.87 0.14
H -0.99 0.28 1.35
O -0.99 -0.42 0.63
H 0.05 0.46 -0.28
H 1.10 -0.13 -0.23
O -2.92 -1.84 -0.88
H 3.12 1.41 1.34
H -0.13 0.36 -0.49
O -0.39 1.01 -2.37
H 1.25 -0.96 2.38
H -0.11 -0.60 -0.61
O -1.08 0.44 -1.90
H 0.93 -0.42 1.86
H -0.75 0.59 0.64
O 2.05 2.22 -0.07
H -0.85 -0.91 0.25
H -1.20 -0.17 -0.70
O 0.97 -1.64 -0.17
H -0.59 1.50 -0.13
H -0.41 0.00 0.20
O -1.26 -0.13 -0.12
H -0.49 0.62 0.15
H 1.78 -0.64 -0.21
O 0.63 1.03 -1.33
H 0.05 -0.59 0.67
H -0.14 -0.52 0.95
O 1.04 -3.01 1.01
H 0.59 0.79 1.36
H -1.78 1.66 -2.13

## Properties
ΔE to the lowest compared entry with this formula, charge and spin (kcal/mol): 126.33
Orbital gap (eV): 10.51
E (eV): -33279.4558
Charge: 0

[4]
DFT (the ωB97M-V functional and the def2-TZVPD basis) results for 16 unconnected molecules or ions with the total composition H32O16 in a non-equilibrium geometry.

Cartesian coordinates (Å):
O: -0.642 2.406 -2.581
H: -1.250 1.758 -2.239
H: 0.222 2.204 -2.136
O: -2.995 0.717 0.941
H: -3.618 0.117 0.708
H: -2.181 0.411 0.557
O: 1.048 -0.500 3.162
H: 1.801 0.070 3.226
H: 1.029 -0.855 2.249
O: 2.029 1.713 -2.233
H: 2.262 1.232 -1.473
H: 2.558 2.537 -2.215
O: -1.123 1.159 3.734
H: -0.395 0.556 3.875
H: -0.662 1.762 3.120
O: -2.623 0.679 -2.287
H: -2.953 0.645 -3.166
H: -2.584 -0.230 -2.029
O: 2.513 0.376 0.222
H: 3.423 0.110 0.032
H: 2.214 -0.508 0.437
O: -1.668 -1.496 2.611
H: -2.565 -1.626 2.883
H: -1.566 -0.538 2.688
O: -2.412 -1.987 -1.787
H: -2.189 -2.341 -2.639
H: -1.712 -2.262 -1.270
O: 0.540 -1.093 -1.757
H: 0.315 -1.941 -1.425
H: 1.516 -1.048 -1.754
O: 3.052 2.984 0.720
H: 2.999 2.068 0.349
H: 2.293 3.312 0.240
O: -0.576 -1.289 -4.127
H: 0.011 -0.672 -4.542
H: -0.319 -1.155 -3.239
O: -0.838 -2.699 0.437
H: -1.434 -3.413 0.291
H: -1.286 -2.177 1.158
O: -0.307 0.364 0.237
H: 0.477 0.569 0.753
H: -0.002 -0.074 -0.558
O: 0.741 2.414 2.281
H: 0.621 2.784 1.408
H: 1.652 2.156 2.294
O: 1.621 -2.042 1.052
H: 0.715 -2.391 0.927
H: 2.243 -2.769 0.867

Forces on the atoms, in the same order (eV/Å):
O 1.98 0.64 0.40
H -0.77 -0.53 0.21
H -1.21 0.26 -0.86
O 2.07 2.76 1.55
H -3.09 -2.69 -1.19
H 0.87 0.07 -0.31
O -0.62 -0.56 -0.29
H 0.69 0.35 -0.03
H 0.27 0.23 1.12
O 0.21 1.70 -1.69
H 0.45 -0.97 1.75
H -0.39 -0.71 -0.11
O -0.31 0.21 -0.31
H 0.37 -0.60 0.41
H -0.52 0.03 0.21
O -0.11 1.01 0.76
H -0.32 0.18 -1.23
H 0.08 -1.17 0.45
O 1.37 -0.23 -0.63
H 0.49 0.59 -0.02
H -1.30 -1.07 0.59
O 0.54 -0.43 -0.38
H -0.88 -0.20 0.30
H 0.13 0.79 0.09
O -2.28 0.54 -1.25
H -0.14 -0.11 -1.14
H 2.20 -0.63 2.31
O 1.50 1.06 -0.49
H -0.21 -1.39 0.79
H -0.72 -0.05 -0.18
O -0.01 -1.32 -0.86
H 0.48 0.91 0.97
H -0.29 1.01 -0.07
O -0.85 -0.75 -1.55
H 0.27 0.57 -0.89
H 0.26 0.25 1.74
O 0.26 0.66 -0.17
H -0.52 -1.25 -0.06
H 0.13 0.38 0.32
O -0.34 0.34 0.84
H -0.30 0.30 0.15
H 0.13 -0.13 -0.49
O -0.59 0.15 -0.02
H -0.29 0.24 -0.24
H 0.92 0.08 0.04
O 1.00 -0.52 -0.67
H -0.11 -0.33 -0.24
H -0.50 0.33 0.36

## Properties
ΔE to the lowest compared entry with this formula, charge and spin (kcal/mol): 115.48
Orbital gap (eV): 8.86
E (eV): -33279.9263
Charge: 0

Question: Number 2 is which compound?
Answer: H32O16